*w*
# CH6NOS

A cluster of 2 separate species, CH6NOS in total (ωB97M-V/def2-TZVPD, the Open Molecules 2025 dataset).

Geometry as XYZ:
```
10
Properties=species:S:1:pos:R:3
S 0.61136 1.03237 -2.27067
H -0.46930 0.23072 -1.89742
N -1.24359 0.09895 0.82797
C 0.21211 -0.53798 0.64523
O 1.37794 0.15972 0.72674
H -1.62491 0.17003 -0.06571
H -0.94248 0.94875 1.19688
H 0.18918 -0.95987 -0.35040
H 0.24571 -1.37916 1.42290
H 1.64397 0.23648 -0.23551
```

Output
HOMO level ... -3.072 eV
Orbital gap ... 7.42 eV
Total charge ... -1


*x*
# CH6NOS

A cluster of 2 separate species, CH6NOS in total (ωB97M-V/def2-TZVPD, the Open Molecules 2025 dataset).

Geometry as XYZ:
```
10
Properties=species:S:1:pos:R:3
S 0.40337 1.96084 1.99371
H 1.36054 1.57977 2.85093
N -1.16788 -1.02789 -0.48027
C 0.22410 -0.74191 -0.78221
O 0.49873 0.62282 -1.01822
H -1.69924 -0.49078 -1.16594
H -1.38806 -0.54054 0.39137
H 0.48155 -1.24112 -1.71499
H 0.81658 -1.14170 0.04517
H 0.47032 1.02052 -0.11956
```

Output
HOMO level ... -3.045 eV
Orbital gap ... 7.34 eV
Total charge ... -1


Most stable: *x*. Least stable: *w*.


*w*
# C4H8NOS

The ion C4H8NOS with charge +1 (ωB97M-V/def2-TZVPD, the Open Molecules 2025 dataset).

Geometry as XYZ:
```
15
Properties=species:S:1:pos:R:3
C 0.31007 1.69926 1.28602
C 0.13038 0.31377 1.79817
C -0.20057 0.11485 -0.78031
C 0.88982 -0.67585 -1.53475
N -0.59882 -0.42242 0.63401
O 0.64399 2.76443 1.61104
S -1.56415 0.73151 -1.66839
H 1.14226 -0.19966 1.85092
H -0.59981 0.17680 2.64833
H 0.72370 -0.42762 -2.50232
H 1.06207 -1.73702 -1.27425
H 1.94437 -0.40228 -1.23332
H -0.55818 -1.46784 0.89343
H -1.51505 -0.13571 0.80326
H -1.81008 -0.33221 -2.53185
```

Output
HOMO level (alpha / beta) ... -12.570 / -13.145 eV
Orbital gap (alpha / beta) ... 7.26 / 8.46 eV
Total charge ... +1


*x*
# C4H8NOS

The ion C4H8NOS with charge +1 (ωB97M-V/def2-TZVPD, the Open Molecules 2025 dataset).

Geometry as XYZ:
```
15
Properties=species:S:1:pos:R:3
C -0.16760 -0.45705 0.10364
C 0.96001 -0.96736 1.12894
C -0.07121 0.91309 -0.91686
C -1.36956 1.38159 -1.34275
N 0.81944 -2.15109 2.03084
O -1.17696 -1.06351 -0.06033
S 1.42375 1.53485 -1.26024
H 1.81779 -1.17873 0.47713
H 1.21731 -0.11068 1.75711
H -1.93694 1.76016 -0.48314
H -1.96196 0.52189 -1.68335
H -1.32179 2.15270 -2.10954
H 0.24055 -1.95130 2.83863
H 0.48321 -2.97234 1.54184
H 1.04396 2.58778 -2.02194
```

Output
HOMO level ... -13.434 eV
Orbital gap ... 6.86 eV
Total charge ... +1


*y*
# C4H8NOS

A cluster of 2 separate species, C4H8NOS in total (ωB97M-V/def2-TZVPD, the Open Molecules 2025 dataset).

Geometry as XYZ:
```
15
Properties=species:S:1:pos:R:3
C 1.00404 0.40731 -0.36312
C 1.39916 -0.67334 0.76729
C -0.11878 0.75260 0.47310
C -1.31920 -0.74625 -1.84314
N 0.27502 -0.13009 1.56619
O 1.51199 0.81679 -1.38538
S -1.26419 2.02125 0.79908
H 1.27441 -1.81817 0.70442
H 2.27125 -0.20642 1.29488
H -0.49890 -0.36281 -2.33985
H -2.21542 -0.21608 -1.73091
H -1.36563 -1.76020 -1.76641
H -0.44179 -0.77792 1.87358
H 0.63022 0.22773 2.38360
H -1.14218 2.46559 -0.43333
```

Output
HOMO level (alpha / beta) ... -12.779 / -13.388 eV
Orbital gap (alpha / beta) ... 6.33 / 9.23 eV
Total charge ... +1


Most stable: *x*. Least stable: *y*.


*w*
# C4H6N

A structure of composition C4H6N (ωB97M-V/def2-TZVPD, the Open Molecules 2025 dataset).

Geometry as XYZ:
```
11
Properties=species:S:1:pos:R:3
C 1.54351 0.18117 1.04633
C -1.21767 -0.95660 -0.45483
C -2.21830 -1.10899 -1.16781
C 2.40971 0.86390 0.37552
N -0.45653 0.18168 0.10786
H 1.36587 -0.05358 1.96845
H -2.85637 -1.37766 -2.01175
H 2.75201 0.84989 -0.73165
H -1.39490 0.63850 -0.20321
H 0.66281 0.40892 -0.04329
H -0.59015 0.37277 1.11438
```

Output
HOMO level ... -15.271 eV
Orbital gap ... 10.23 eV
Total charge ... +1


*x*
# C4H6N

A structure of composition C4H6N (ωB97M-V/def2-TZVPD, the Open Molecules 2025 dataset).

Geometry as XYZ:
```
11
Properties=species:S:1:pos:R:3
C -2.01785 1.12227 -0.13885
C 1.62162 0.25426 0.54537
C 2.08660 0.52203 -0.55397
C -1.30095 0.15548 -0.00438
N -0.56343 -0.99668 0.07731
H -2.63337 1.91251 -0.33191
H 1.57771 0.18260 1.71905
H 2.46988 0.49245 -1.54326
H -0.80719 -1.44330 -0.86735
H -0.97945 -1.57466 0.75109
H 0.54643 -0.62695 0.34690
```

Output
HOMO level ... -15.126 eV
Orbital gap ... 10.70 eV
Total charge ... +1


*y*
# C4H6N

A structure of composition C4H6N (ωB97M-V/def2-TZVPD, the Open Molecules 2025 dataset).

Geometry as XYZ:
```
11
Properties=species:S:1:pos:R:3
C -0.90318 -0.27280 -0.92742
C -0.23600 -0.08355 0.13552
C -1.20175 -0.56472 -2.16115
C 1.14881 1.00234 1.17552
N 0.32578 -0.18956 1.40219
H -2.19111 -0.63376 -2.57949
H -0.34474 -0.65240 -2.84787
H 1.90209 0.75724 0.53448
H 1.08649 1.89410 1.69143
H -0.31545 -0.13354 2.14684
H 0.72905 -1.12336 1.42994
```

Output
HOMO level (alpha / beta) ... -13.399 / -13.861 eV
Orbital gap (alpha / beta) ... 7.95 / 8.43 eV
Total charge ... +1


Most stable: *x*. Least stable: *w*.


*w*
# C5H7ClF2

The molecule C5H7ClF2 (ωB97M-V/def2-TZVPD, the Open Molecules 2025 dataset).

Geometry as XYZ:
```
15
Properties=species:S:1:pos:R:3
C 0.30876 -0.96023 1.79951
C 0.39132 0.25382 0.95389
C -0.06482 0.27142 -0.32029
C -0.88576 -0.83849 -0.92960
F -1.61696 -0.35770 -1.93515
C 0.26081 1.54465 -1.10508
F 1.08864 2.44798 -0.37813
Cl 1.17644 1.15712 -2.58480
H 0.82775 -0.83050 2.79995
H 0.74833 -1.81555 1.29705
H -0.71594 -1.20647 1.96015
H 0.91650 1.08274 1.33817
H -1.51564 -1.38334 -0.15080
H -0.33484 -1.67254 -1.41934
H -0.58460 2.30710 -1.32553
```

Output
HOMO level ... -9.777 eV
Orbital gap ... 10.64 eV
Total charge ... 0
SMILES string ... C/C=C(\CF)[C@@H](F)Cl


*x*
# C5H7ClF2

The molecule C5H7ClF2 (ωB97M-V/def2-TZVPD, the Open Molecules 2025 dataset).

Geometry as XYZ:
```
15
Properties=species:S:1:pos:R:3
C -1.59218 -0.60087 0.82403
C -0.37561 -0.05713 0.16325
C 0.77855 -0.88265 0.72470
C -0.33805 0.80819 -0.83773
Cl -1.65274 1.41087 -1.58140
C 1.08093 1.02307 -1.26840
F 1.76353 -0.13258 -1.61741
F 1.72648 1.62597 -0.25081
H -2.47653 -0.49317 0.14938
H -1.86843 0.14457 1.75951
H -1.32253 -1.76863 1.40892
H 1.02054 -0.24450 1.69311
H 1.70758 -0.69042 0.03392
H 0.42939 -1.87242 0.95718
H 1.11908 1.72968 -2.15825
```

Output
HOMO level ... -9.131 eV
Orbital gap ... 9.95 eV
Total charge ... 0
SMILES string ... CC(C)=C(Cl)C(F)F


Most stable: *w*. Least stable: *x*.